{"formula": "C50H52AsBF2N3O10PS2Ti", "method": "ωB97M-V with the def2-TZVPD basis set", "elements": ["Ti", "C", "O", "C", "C", "C", "C", "C", "C", "N", "C", "N", "C", "C", "C", "C", "C", "C", "O", "C", "N", "C", "C", "C", "C", "C", "C", "O", "C", "H", "H", "H", "H", "H", "H", "H", "H", "H", "H", "H", "H", "H", "H", "H", "H", "H", "H", "H", "H", "H", "H", "O", "As", "O", "O", "C", "C", "C", "C", "C", "C", "S", "O", "O", "O", "H", "H", "H", "H", "H", "O", "S", "C", "C", "C", "C", "C", "C", "C", "C", "C", "C", "C", "C", "C", "C", "H", "H", "H", "H", "H", "H", "H", "H", "H", "H", "H", "H", "H", "H", "F", "B", "F", "C", "P", "C", "C", "C", "C", "C", "C", "C", "H", "H", "H", "H", "H", "H", "H", "H", "H", "H", "H"], "positions_angstrom": [[1.355, 0.528, -0.333], [-0.899, -7.030, 2.245], [-0.367, -5.853, 1.680], [0.810, -5.966, 0.992], [1.513, -7.147, 0.824], [2.699, -7.145, 0.096], [3.162, -5.975, -0.477], [2.447, -4.792, -0.329], [1.282, -4.771, 0.427], [0.507, -3.619, 0.593], [1.016, -2.332, 0.726], [2.228, -2.278, 1.290], [3.217, -1.253, 1.436], [3.109, 0.018, 0.883], [4.238, 0.823, 1.082], [5.351, 0.428, 1.808], [5.400, -0.839, 2.376], [4.324, -1.680, 2.175], [4.335, -2.977, 2.689], [3.954, -3.014, 4.057], [0.335, -1.291, 0.330], [-0.995, -1.460, -0.131], [-1.370, -1.042, -1.400], [-2.691, -1.154, -1.825], [-3.649, -1.683, -0.980], [-3.304, -2.078, 0.309], [-1.989, -1.946, 0.734], [-1.570, -2.302, 1.987], [-2.543, -2.359, 3.008], [-1.824, -6.740, 2.737], [-0.213, -7.459, 2.982], [-1.113, -7.776, 1.474], [1.149, -8.066, 1.262], [3.252, -8.068, -0.023], [4.076, -5.964, -1.055], [2.795, -3.883, -0.806], [-0.443, -3.751, 0.897], [2.570, -3.162, 1.637], [4.267, 1.800, 0.612], [6.195, 1.101, 1.913], [6.258, -1.193, 2.934], [4.678, -2.479, 4.677], [3.924, -4.062, 4.352], [2.967, -2.561, 4.196], [-0.624, -0.612, -2.055], [-2.958, -0.807, -2.815], [-4.677, -1.781, -1.309], [-4.054, -2.472, 0.980], [-1.994, -2.416, 3.944], [-3.184, -3.241, 2.908], [-3.163, -1.458, 3.003], [0.770, 2.667, -4.497], [1.962, 1.996, -3.343], [3.002, 3.228, -3.028], [0.943, 1.498, -2.082], [2.602, 0.595, -4.538], [2.612, 0.878, -5.897], [3.110, -0.057, -6.799], [3.592, -1.276, -6.354], [3.583, -1.570, -4.995], [3.090, -0.635, -4.106], [3.076, -0.947, -2.362], [3.991, -2.018, -2.077], [3.414, 0.391, -1.840], [1.667, -1.213, -2.032], [0.842, 3.625, -4.392], [2.227, 1.826, -6.245], [3.123, 0.178, -7.856], [3.981, -1.997, -7.062], [3.968, -2.508, -4.618], [-1.155, 1.976, -0.475], [-2.277, 2.620, 0.266], [-3.446, 1.296, 0.626], [-4.579, 1.774, 1.486], [-4.316, 2.293, 2.753], [-5.353, 2.753, 3.551], [-6.663, 2.696, 3.093], [-6.933, 2.176, 1.836], [-5.894, 1.719, 1.035], [-3.237, 3.474, -1.011], [-3.506, 2.635, -2.227], [-2.462, 2.158, -3.018], [-2.736, 1.347, -4.110], [-4.044, 1.002, -4.423], [-5.087, 1.472, -3.639], [-4.815, 2.283, -2.546], [-2.818, 0.580, 1.148], [-3.768, 0.851, -0.315], [-3.292, 2.334, 3.107], [-5.135, 3.155, 4.533], [-7.472, 3.055, 3.718], [-7.953, 2.123, 1.475], [-6.100, 1.310, 0.053], [-2.642, 4.359, -1.246], [-4.162, 3.804, -0.532], [-1.430, 2.377, -2.768], [-1.906, 0.987, -4.705], [-4.249, 0.365, -5.275], [-6.110, 1.210, -3.877], [-5.629, 2.651, -1.931], [1.070, 0.295, 2.917], [0.463, 0.734, 1.782], [-0.865, 0.943, 2.104], [3.472, 4.375, 0.160], [1.894, 3.444, 0.099], [0.924, 4.524, -1.002], [1.227, 3.877, 1.762], [1.846, 3.305, 2.876], [1.378, 3.547, 4.156], [0.266, 4.355, 4.354], [-0.367, 4.921, 3.258], [0.115, 4.688, 1.976], [3.291, 5.434, 0.363], [3.968, 4.254, -0.804], [4.110, 3.969, 0.944], [0.838, 5.541, -0.613], [-0.057, 4.083, -1.173], [1.465, 4.548, -1.949], [2.682, 2.628, 2.732], [1.867, 3.074, 4.999], [-0.111, 4.531, 5.354], [-1.245, 5.542, 3.395], [-0.406, 5.131, 1.137]], "e_homo_ev": [-4.1, -4.4], "energy_ha": -7300.988390, "spin_multiplicity": 2, "total_charge": -1, "s_squared": 0.7563, "orbital_gap_ev": [6.15, 6.49], "de_lowest_kj_mol": 202.5}